Model A:
5 unconnected molecules or ions with the total composition C3H16NO4. Source: OMol25; level of theory: ωB97M-V with the def2-TZVPD basis set.

net charge	+1

CARTESIAN COORDINATES (ANGSTROEM)
1 C -0.2244 -1.3065 -2.3324
2 C -0.2581 -2.1598 -1.0229
3 C -1.8783 -1.5709 0.6447
4 N -0.7660 -1.3292 0.0486
5 H 0.2131 -0.3260 -2.1893
6 H -1.3031 -1.2162 -2.5367
7 H 0.2121 -1.9091 -3.1265
8 H 0.7929 -2.3553 -0.7571
9 H -0.7420 -3.1282 -1.0651
10 H -2.0499 -0.8130 1.4151
11 H -2.4723 -2.4736 0.5392
12 H -0.3747 -0.4057 0.3898
13 H 3.1462 1.1848 2.8317
14 H 3.3239 -0.1341 2.0698
15 O 2.7119 0.5932 2.2123
16 H -1.3182 1.5313 1.4690
17 H -2.7155 1.9672 2.0092
18 O -2.2032 1.2157 1.7004
19 H 1.5438 3.6555 -1.0436
20 H 0.5704 3.0183 -2.0096
21 O 1.0555 2.8404 -1.1989
22 H 0.7472 1.5380 0.0141
23 H 1.4164 0.6811 1.2055
24 O 0.5725 0.9021 0.7326

=====

Model B:
4 unconnected molecules or ions with the total composition C3H16NO4. Source: OMol25; level of theory: ωB97M-V with the def2-TZVPD basis set.

net charge	+1

CARTESIAN COORDINATES (ANGSTROEM)
1 O -0.9069 -1.0090 -1.4914
2 C 0.3240 -0.5278 -1.9897
3 C 1.3409 -1.0560 -0.9342
4 N 0.9346 -0.5330 0.4460
5 C 1.6921 -0.6451 1.7553
6 H -1.6142 -0.9194 -2.1471
7 H 0.5388 -1.1595 -2.9409
8 H 0.1699 0.4888 -2.2149
9 H 2.3246 -0.8203 -1.2787
10 H 1.1474 -2.1374 -0.8893
11 H -0.0897 -0.8687 0.6458
12 H 0.7044 0.4884 0.2311
13 H 1.7839 -1.7633 1.9619
14 H 1.0323 -0.1862 2.4514
15 H 2.6290 -0.0558 1.7185
16 H 0.4992 3.5080 0.6347
17 H -0.0756 3.4665 -0.7212
18 O -0.0775 2.9557 0.1170
19 H -1.9606 -0.2172 1.1121
20 H -1.3782 -1.1234 2.3808
21 O -1.2362 -0.7981 1.5288
22 H -2.9971 1.5874 0.3153
23 H -2.0798 0.6313 -0.7002
24 O -2.7055 0.6939 0.0089

=====

Model C:
4 unconnected molecules or ions with the total composition C3H16NO4. Source: OMol25; level of theory: ωB97M-V with the def2-TZVPD basis set.

net charge	+1

CARTESIAN COORDINATES (ANGSTROEM)
1 C 0.9625 -0.6047 0.1521
2 C 1.4229 0.1646 1.3835
3 C 0.4087 0.8546 2.5041
4 O 0.3639 2.1702 2.0370
5 N 0.8654 0.2953 -0.9908
6 H -0.0025 -0.8671 0.5951
7 H 1.7380 -1.4433 -0.1537
8 H 1.9594 -0.5419 2.0039
9 H 2.1615 0.9230 1.3364
10 H -0.6516 0.3259 2.4610
11 H 0.7144 0.7667 3.5876
12 H -0.0541 2.7611 2.6637
13 H 1.5122 0.0319 -1.7899
14 H 1.1573 1.3289 -0.6017
15 H -0.0914 0.3569 -1.2949
16 H -1.8648 0.2745 -2.1060
17 H -2.3120 -1.2849 -2.6189
18 O -1.5787 -0.6655 -2.3313
19 H 1.4761 -1.4114 -3.1399
20 H 0.4487 -1.7582 -2.0474
21 O 1.3034 -1.6517 -2.3513
22 H -3.8345 0.3786 -0.2589
23 H -3.1624 -0.4138 0.9514
24 O -2.9421 0.0100 0.0089

=====

The structure with the most favorable energy is model A; the runner-up is 0.0288 hartree above it.

=====

Model A:
9 unconnected molecules or ions with the total composition C27H78N6O9. Source: OMol25; level of theory: ωB97M-V with the def2-TZVPD basis set.

SMILES string	COC[C@H](C)N.COC[C@H](C)N.COC[C@H](C)N.COC[C@H](C)N.COC[C@H](C)N.COC[C@H](C)N.CO.CO.CO
net charge	0

CARTESIAN COORDINATES (ANGSTROEM)
1 C -8.6273 -0.3542 -1.5343
2 O -7.3285 0.1348 -1.3281
3 C -6.3669 -0.4244 -2.1754
4 C -4.9873 -0.0532 -1.6731
5 C -3.9159 -0.5839 -2.6182
6 N -4.7503 -0.5015 -0.2813
7 H -9.3469 0.4172 -1.2731
8 H -8.7702 -1.2704 -0.9497
9 H -8.8215 -0.6055 -2.5858
10 H -6.4880 -1.5210 -2.2481
11 H -6.4652 -0.0699 -3.2167
12 H -4.9388 1.0376 -1.6331
13 H -4.3596 -0.8873 -3.5708
14 H -3.3504 -1.4038 -2.1757
15 H -3.1782 0.1687 -2.9052
16 H -5.6624 -0.5801 0.1655
17 H -4.3990 -1.4552 -0.2799
18 C 0.2008 -3.1777 3.0572
19 O 1.1254 -3.4765 4.0865
20 C 0.5952 -4.3492 5.0571
21 C 1.6825 -4.6832 6.0681
22 C 2.8722 -5.3447 5.4014
23 N 1.1173 -5.6229 7.0440
24 H -0.6314 -2.5896 3.4548
25 H -0.1526 -4.0922 2.5654
26 H 0.7695 -2.6268 2.3106
27 H -0.2708 -3.9043 5.5702
28 H 0.2741 -5.2932 4.5910
29 H 1.9775 -3.7394 6.5478
30 H 2.5962 -6.3571 5.1052
31 H 3.6885 -5.4267 6.1286
32 H 3.2634 -4.7666 4.5690
33 H 1.8516 -6.0246 7.6093
34 H 0.4286 -5.1735 7.6314
35 C 4.0261 5.7939 2.2147
36 O 2.9193 5.6501 3.0753
37 C 1.6989 5.4093 2.3962
38 C 1.5371 4.0021 1.9235
39 C 0.2900 3.8423 1.0913
40 N 1.4597 3.0844 3.0763
41 H 3.9369 6.6693 1.5596
42 H 4.1781 4.9049 1.5948
43 H 4.8965 5.9388 2.8531
44 H 0.9025 5.6471 3.1148
45 H 1.5089 6.1672 1.6185
46 H 2.4178 3.7377 1.3157
47 H 0.2816 4.5622 0.2664
48 H -0.5883 4.0867 1.6942
49 H 0.2011 2.8479 0.6564
50 H 1.4886 2.1431 2.6666
51 H 2.3502 3.1391 3.5698
52 C -0.3800 2.8629 -2.8022
53 O 0.4451 3.9497 -2.4309
54 C 0.6616 4.8603 -3.4764
55 C 1.6539 5.8956 -3.0314
56 C 1.4828 7.2151 -3.7680
57 N 3.0253 5.3711 -3.2078
58 H 0.2129 2.1221 -3.3474
59 H -1.2272 3.2020 -3.4046
60 H -0.7385 2.4307 -1.8687
61 H 0.9525 4.3985 -4.4305
62 H -0.2895 5.3778 -3.7024
63 H 1.4741 6.0871 -1.9648
64 H 2.2173 7.9358 -3.4035
65 H 0.4665 7.5727 -3.6105
66 H 1.6801 7.1247 -4.8387
67 H 3.0662 4.4383 -2.8071
68 H 3.6776 5.9128 -2.6502
69 C 1.5174 -2.7869 -6.7364
70 O 1.4109 -2.7786 -5.3477
71 C 0.0924 -2.6612 -4.8409
72 C 0.0165 -3.3049 -3.4537
73 C 1.2359 -2.8693 -2.6215
74 N 0.0216 -4.7673 -3.5420
75 H 2.4015 -3.3525 -7.0411
76 H 1.6445 -1.7892 -7.1822
77 H 0.6428 -3.2550 -7.2080
78 H -0.1747 -1.5946 -4.7709
79 H -0.6002 -3.1502 -5.5378
80 H -0.9078 -2.9549 -2.9886
81 H 1.9003 -3.7122 -2.4427
82 H 0.9507 -2.5126 -1.6253
83 H 1.7687 -2.0315 -3.0628
84 H -0.5981 -5.1110 -4.2638
85 H 0.9609 -5.0929 -3.7230
86 C 6.0456 -0.4910 2.4993
87 O 4.9156 -0.4318 1.6598
88 C 3.8065 0.1320 2.3013
89 C 2.5583 -0.1935 1.5232
90 C 2.4971 0.4094 0.1410
91 N 1.3464 0.1137 2.3230
92 H 5.8483 -1.1138 3.3826
93 H 6.3474 0.5049 2.8452
94 H 6.8634 -0.9503 1.9491
95 H 3.6821 -0.2475 3.3254
96 H 3.9093 1.2289 2.3703
97 H 2.5086 -1.2834 1.3587
98 H 2.5760 1.5040 0.1283
99 H 1.6213 0.1679 -0.4594
100 H 3.3272 0.0167 -0.4540
101 H 0.5138 0.0281 1.7486
102 H 1.2295 -0.5768 3.0552
103 C -4.2429 -4.0155 -1.3564
104 O -2.9127 -3.5597 -1.1044
105 H -4.4349 -4.7681 -0.5819
106 H -4.9305 -3.1909 -1.2168
107 H -4.3329 -4.4942 -2.3318
108 H -2.2640 -4.2526 -1.2586
109 C -0.9721 -0.2069 -0.4920
110 O -0.7280 -1.4148 0.1601
111 H -0.5682 -0.2586 -1.5163
112 H -2.0185 0.0646 -0.6528
113 H -0.4889 0.6729 -0.0563
114 H -1.5102 -1.8132 0.5480
115 C -2.6182 0.1723 3.4230
116 O -1.6972 0.8291 2.5666
117 H -2.9848 0.8433 4.2045
118 H -3.4182 -0.2320 2.8105
119 H -2.1262 -0.6470 3.9687
120 H -1.1487 1.3958 3.1203

=====

Model B:
9 unconnected molecules or ions with the total composition C27H78N6O9. Source: OMol25; level of theory: ωB97M-V with the def2-TZVPD basis set.

SMILES string	COC[C@H](C)N.COC[C@H](C)N.COC[C@H](C)N.COC[C@H](C)N.COC[C@H](C)N.COC[C@H](C)N.CO.CO.CO
net charge	0

CARTESIAN COORDINATES (ANGSTROEM)
1 C -0.3483 2.8500 -5.7675
2 O 0.0258 1.7378 -4.9575
3 C 0.9733 1.9394 -3.9290
4 C 2.3764 1.6333 -4.5048
5 C 2.4713 0.2661 -5.1498
6 N 3.3057 1.7475 -3.3947
7 H 0.4460 3.3602 -6.3169
8 H -0.8388 3.6265 -5.1924
9 H -1.0848 2.4240 -6.4906
10 H 1.0108 2.9933 -3.6055
11 H 0.8256 1.2672 -3.1205
12 H 2.6260 2.3665 -5.3126
13 H 2.0141 -0.4705 -4.4846
14 H 3.4991 -0.0859 -5.2845
15 H 1.9111 0.2744 -6.0754
16 H 4.2067 1.5459 -3.7933
17 H 3.3178 2.7142 -3.0890
18 C 3.5395 -1.8708 5.8653
19 O 3.2759 -1.9819 4.4635
20 C 3.6711 -0.7662 3.7255
21 C 2.7555 0.4533 4.0306
22 C 1.2943 0.0611 4.1240
23 N 3.0127 1.4913 3.0902
24 H 3.1717 -2.8030 6.2904
25 H 2.9902 -1.0504 6.3058
26 H 4.5993 -1.6923 5.9949
27 H 4.7039 -0.5358 3.9285
28 H 3.4332 -1.0021 2.6902
29 H 3.0538 0.8316 5.0069
30 H 0.7461 0.9089 4.5495
31 H 1.1637 -0.7656 4.8356
32 H 0.7666 -0.2670 3.2422
33 H 2.3101 2.2248 3.1606
34 H 2.9429 1.0857 2.1709
35 C 2.8383 -6.8853 3.9371
36 O 1.9856 -6.3403 2.9328
37 C 1.4948 -5.1197 3.3950
38 C 0.7490 -4.4211 2.2200
39 C 1.7658 -4.0941 1.1057
40 N 0.0672 -3.2773 2.7571
41 H 2.3283 -7.0705 4.9074
42 H 3.6180 -6.1412 4.1808
43 H 3.2285 -7.8372 3.5336
44 H 0.8333 -5.2420 4.2603
45 H 2.3735 -4.4972 3.6518
46 H 0.0230 -5.1482 1.8320
47 H 1.3205 -3.7095 0.1852
48 H 2.4177 -4.9344 0.8205
49 H 2.4568 -3.3627 1.5109
50 H 0.5837 -2.6362 3.3489
51 H -0.5337 -2.7560 2.1155
52 C -2.8806 1.8957 -3.1879
53 O -4.0571 2.5865 -3.1499
54 C -4.7036 2.6527 -4.3905
55 C -6.0637 3.3373 -4.2291
56 C -7.0227 2.4259 -3.4593
57 N -6.5408 3.4731 -5.5356
58 H -2.1516 2.2906 -3.9171
59 H -3.0379 0.8564 -3.5018
60 H -2.3210 1.8905 -2.2642
61 H -4.0632 3.3014 -5.0623
62 H -4.8431 1.6867 -4.9144
63 H -5.9676 4.2340 -3.5785
64 H -7.0397 1.4367 -3.9356
65 H -8.0625 2.7854 -3.3874
66 H -6.6309 2.3788 -2.4375
67 H -6.0586 4.2256 -6.0297
68 H -7.4739 3.8740 -5.4017
69 C -3.3516 -2.3148 2.1407
70 O -3.6601 -3.2687 1.1089
71 C -2.5108 -3.9598 0.7312
72 C -2.8536 -4.9500 -0.3492
73 C -1.7175 -5.9458 -0.5809
74 N -3.1894 -4.2525 -1.5741
75 H -2.9751 -2.9285 2.9984
76 H -4.3182 -1.9535 2.4455
77 H -2.5879 -1.5721 1.9002
78 H -1.7212 -3.2946 0.3382
79 H -2.0609 -4.4734 1.5951
80 H -3.7160 -5.5614 -0.0179
81 H -1.3836 -6.3152 0.3887
82 H -0.8517 -5.5266 -1.0529
83 H -2.0478 -6.7902 -1.1740
84 H -3.7520 -4.8257 -2.1990
85 H -3.8110 -3.4902 -1.3370
86 C -0.5111 3.7301 2.0631
87 O 0.7512 4.0131 2.6513
88 C 1.2931 5.2198 2.1131
89 C 2.6767 5.4344 2.7487
90 C 2.5913 5.5464 4.2746
91 N 3.2177 6.6905 2.1771
92 H -0.2892 3.6364 0.9812
93 H -1.1950 4.5683 2.1648
94 H -0.9003 2.8334 2.4755
95 H 1.3485 5.2082 1.0122
96 H 0.5677 6.0070 2.3797
97 H 3.2718 4.5493 2.5516
98 H 1.9440 6.3339 4.6118
99 H 3.5340 5.7146 4.8197
100 H 2.1061 4.6241 4.6163
101 H 2.5377 7.4130 2.2283
102 H 4.0908 6.9165 2.6755
103 C -0.1830 -2.3829 -3.2141
104 O -0.9097 -3.5709 -3.1813
105 H 0.1077 -1.9974 -2.2031
106 H 0.7722 -2.6827 -3.6695
107 H -0.7112 -1.6271 -3.7891
108 H -1.6432 -3.5407 -2.5253
109 C 2.1231 2.3502 -0.4078
110 O 2.3127 1.0347 -0.9228
111 H 3.0067 2.9959 -0.5119
112 H 1.2482 2.8674 -0.8483
113 H 2.0519 2.2468 0.6634
114 H 2.7544 1.1537 -1.8004
115 C -1.0072 0.1225 -0.2434
116 O -0.1624 -0.8452 0.3373
117 H -0.9099 1.1191 0.2461
118 H -0.9039 0.2140 -1.3299
119 H -2.0350 -0.1730 -0.0230
120 H 0.7621 -0.6705 0.1984

=====

The structure with the most favorable energy is model A; the runner-up is 0.0135 hartree above it.